1.
3 unconnected molecules or ions with the total composition C26H47NO11S2Si, computed with the ωB97M-V functional and the def2-TZVPD basis.

Values from the calculation:
HOMO energy = -8.805 eV
LUMO = 0.18 eV
Structure (SMILES) = CN(C)C(=O)C[SiH2]CCOCCOc1ccc(C(C)(C)CC(C)(C)C)cc1.O=S1(=O)OCCO1.O=S1(=O)OCCO1

Structure (ORCA input):
```
! RIJCOSX wB97M-V def2-TZVPD def2/J DEFGRID3
* xyz 0 1
C 3.935 -1.485 2.855
N 4.746 -1.338 1.644
C 5.398 -0.029 1.498
C 4.091 -1.714 0.425
O 4.659 -2.417 -0.373
C 2.729 -1.130 0.114
Si 1.563 -2.283 -0.823
C 0.392 -3.194 0.333
C -0.825 -2.360 0.660
O -1.751 -3.098 1.447
C -3.088 -2.685 1.293
C -3.516 -1.691 2.374
O -4.195 -0.554 1.826
C -3.335 0.492 1.557
C -2.774 0.629 0.302
C -1.867 1.646 0.054
C -1.513 2.564 1.039
C -0.463 3.654 0.765
C -0.622 4.131 -0.690
C -0.752 4.855 1.680
C 0.885 2.959 1.064
C 2.231 3.629 0.731
C 2.520 3.653 -0.780
C 2.391 5.043 1.304
C 3.318 2.737 1.404
C -2.100 2.411 2.290
C -3.005 1.397 2.556
H 4.195 -0.702 3.565
H 4.165 -2.435 3.337
H 2.862 -1.455 2.667
H 6.418 -0.075 1.880
H 5.469 0.244 0.446
H 4.866 0.756 2.037
H 2.919 -0.269 -0.535
H 2.230 -0.733 0.998
H 2.346 -3.229 -1.637
H 0.735 -1.494 -1.755
H 0.879 -3.519 1.255
H 0.090 -4.104 -0.194
H -1.300 -2.008 -0.260
H -0.507 -1.467 1.215
H -3.725 -3.572 1.354
H -3.275 -2.227 0.319
H -2.615 -1.346 2.885
H -4.185 -2.143 3.104
H -3.040 -0.083 -0.468
H -1.425 1.703 -0.932
H -0.177 3.429 -1.394
H -1.682 4.187 -0.938
H -0.189 5.118 -0.833
H -1.815 5.091 1.631
H -0.444 4.696 2.711
H -0.231 5.735 1.307
H 0.882 2.729 2.134
H 0.876 2.002 0.535
H 2.171 2.730 -1.247
H 1.977 4.466 -1.262
H 3.581 3.798 -0.970
H 1.933 5.102 2.294
H 3.447 5.264 1.452
H 1.935 5.809 0.679
H 3.676 3.168 2.337
H 2.924 1.738 1.605
H 4.162 2.588 0.730
H -1.855 3.083 3.101
H -3.443 1.304 3.541
O 2.121 0.265 -2.927
S 1.884 1.216 -3.954
O 2.723 2.345 -4.117
O 0.357 1.677 -3.843
C -0.334 1.440 -5.080
C 0.376 0.237 -5.669
O 1.757 0.471 -5.357
H -0.231 2.323 -5.713
H -1.384 1.255 -4.872
H 0.262 0.159 -6.746
H 0.060 -0.694 -5.195
O -4.959 -5.920 -3.341
S -5.022 -6.873 -2.292
O -5.391 -8.217 -2.545
O -5.932 -6.267 -1.126
C -5.209 -6.227 0.113
C -3.766 -6.048 -0.311
O -3.647 -6.875 -1.478
H -5.362 -7.170 0.640
H -5.579 -5.404 0.718
H -3.057 -6.378 0.442
H -3.551 -5.015 -0.590
*
```

Atomic partial charges in e from the Löwdin method, atoms 1 to 6: atom 1 (C): -0.069, atom 2 (N): -0.168, atom 3 (C): -0.067, atom 4 (C): -0.506, atom 5 (O): 0.089, atom 6 (C): -0.220

2.
2 unconnected molecules or ions with the total composition C3H5P3, computed with the ωB97M-V functional and the def2-TZVPD basis.

Values from the calculation:
HOMO energy = -8.427 eV
LUMO = -0.50 eV
Structure (SMILES) = CC1=P#[PH]1.C#P

Structure (ORCA input):
```
! RIJCOSX wB97M-V def2-TZVPD def2/J DEFGRID3
* xyz 0 1
C 1.681 0.318 -0.162
C 0.572 -0.623 -0.177
P -0.438 -1.646 -0.957
P 0.122 -1.779 1.143
H 1.639 1.257 0.458
H 1.747 0.681 -1.112
H 2.554 -0.197 0.267
H -1.026 -1.214 1.724
C -2.230 1.333 -0.311
P -3.153 0.072 -0.125
H -1.467 1.799 -0.749
*
```

Atomic partial charges in e from the Löwdin method, atoms 1 to 6: atom 1 (C): -0.187, atom 2 (C): -1.050, atom 3 (P): 0.642, atom 4 (P): 0.550, atom 5 (H): 0.099, atom 6 (H): 0.025

Quick rundown of F_max, same order as above: 0.8 6.3 eV/A